Below is a molecular structure, C28H53IrO2PSe2Si2, with properties calculated with ωB97M-V/def2-TZVPD.

```
89
Properties=species:S:1:pos:R:3
O -0.21 -1.50 -0.54
O -2.20 -0.19 -4.36
C 0.68 -2.44 -1.23
C 1.25 -3.48 -0.29
H 1.48 -1.87 -1.73
H 0.09 -2.90 -2.03
H 1.43 -3.05 0.71
H 2.20 -3.90 -0.66
H 0.55 -4.32 -0.19
C -1.38 -2.28 -0.13
C -2.29 -2.56 -1.30
H -1.88 -1.68 0.64
H -1.06 -3.22 0.34
H -2.32 -1.73 -2.03
H -3.30 -2.72 -0.90
H -1.99 -3.49 -1.80
C -3.30 0.73 -4.56
C -2.13 -1.24 -5.34
C -4.49 0.42 -3.66
H -3.61 0.72 -5.62
H -2.89 1.72 -4.35
H -4.94 -0.56 -3.88
H -5.26 1.18 -3.81
H -4.19 0.41 -2.60
C -3.41 -2.08 -5.42
H -1.27 -1.86 -5.06
H -1.90 -0.78 -6.31
H -3.73 -2.43 -4.43
H -3.23 -2.96 -6.05
H -4.23 -1.50 -5.85
H -0.32 0.09 -2.97
Ir 0.41 -0.25 1.29
C -0.09 1.17 -2.91
Si 0.65 1.78 -4.56
H -1.02 1.69 -2.61
H 0.66 1.26 -2.11
C 1.55 0.38 -5.43
C 1.86 3.20 -4.33
C -0.51 2.48 -5.87
C 1.97 0.27 0.19
Si 3.23 1.18 1.28
H 1.67 0.86 -0.70
H 2.49 -0.65 -0.15
C 4.04 2.43 0.13
C 4.48 -0.07 1.92
C 2.81 2.17 2.82
H 0.11 2.59 -6.77
H -0.88 3.47 -5.59
H -1.36 1.82 -6.11
H 2.43 0.06 -4.86
H 1.87 0.76 -6.42
H 0.90 -0.50 -5.59
H 2.48 3.08 -3.43
H 1.33 4.15 -4.27
H 2.52 3.23 -5.21
H 4.71 -0.83 1.17
H 4.16 -0.58 2.84
H 5.41 0.48 2.14
H 2.71 1.56 3.73
H 1.88 2.76 2.72
H 3.65 2.88 2.97
H 4.91 2.86 0.64
H 3.35 3.24 -0.14
H 4.38 1.95 -0.80
Se 1.53 -1.36 3.05
P -0.23 -0.16 3.85
Se -1.50 0.80 2.23
C -1.11 -1.33 4.96
C -1.36 -1.04 6.32
C -2.04 -1.97 7.12
C -2.45 -3.20 6.59
C -2.13 -3.52 5.26
C -1.47 -2.60 4.45
C 0.31 1.20 4.94
C 1.28 0.90 5.92
C 1.78 1.90 6.74
C 1.30 3.21 6.63
C 0.34 3.51 5.66
C -0.18 2.52 4.83
H -1.02 -0.10 6.77
H -2.23 -1.74 8.17
H -2.99 -3.91 7.21
H -2.39 -4.49 4.86
H -1.20 -2.84 3.41
H 1.61 -0.15 6.04
H 2.55 1.65 7.47
H 1.67 3.99 7.29
H -0.02 4.53 5.54
H -0.97 2.77 4.12
```

- Multiplicity: 5
- Relative energy (zero: lowest compared OMol25 entry of this formula, charge and spin): 0.0 kcal per mole
- LUMO energy (alpha / beta): -0.121 / -0.191 Eh
- <S²>: 6.0211
- Orbital gap (alpha / beta): 6.5255 / 6.0908 eV
- HOMO energy (alpha / beta): -9.82 / -11.28 eV
- Net charge: +1

Results of the Löwdin charge analysis, in e, for atoms 1 through 8:
1. O -0.342
2. O -0.236
3. C -0.235
4. C -0.069
5. H 0.119
6. H 0.118
7. H 0.027
8. H 0.096


Below is 4 unconnected molecules or ions with the total composition C28H53N3O4, with properties calculated with ωB97M-V/def2-TZVPD.

```
88
Properties=species:S:1:pos:R:3
C 9.03 -3.06 -0.48
C 9.46 -1.59 -0.72
C 8.32 -0.81 -1.37
C 8.82 0.60 -1.71
O 7.26 -0.82 -0.41
C 6.12 -0.29 -0.87
O 5.69 -0.55 -1.93
O 5.56 0.49 0.02
C 4.30 1.02 -0.40
C 3.13 0.09 -0.10
C 1.86 0.47 -0.91
C 0.86 1.27 -0.08
C -0.55 1.34 -0.67
C -1.10 0.01 -1.22
C -2.61 -0.17 -0.98
C -2.96 -1.66 -1.28
C -4.38 -2.00 -0.82
C -5.35 -1.69 -1.97
O -6.72 -1.85 -1.65
C -7.05 -3.19 -1.37
H 8.09 -3.24 -1.01
H 9.75 -3.75 -0.92
H 8.88 -3.29 0.57
H 9.75 -1.10 0.20
H 10.31 -1.57 -1.41
H 8.09 -1.34 -2.29
H 8.08 1.38 -1.60
H 9.25 0.59 -2.71
H 9.65 0.83 -1.04
H 4.15 1.91 0.21
H 4.30 1.37 -1.43
H 2.88 0.26 0.95
H 3.39 -0.96 -0.20
H 1.46 -0.45 -1.32
H 2.21 1.10 -1.74
H 1.22 2.30 -0.01
H 0.84 0.91 0.95
H -1.26 1.74 0.07
H -0.57 2.06 -1.49
H -0.57 -0.82 -0.75
H -0.91 -0.03 -2.29
H -3.13 0.42 -1.74
H -2.90 0.06 0.04
H -2.83 -1.79 -2.35
H -2.24 -2.29 -0.77
H -4.67 -1.51 0.11
H -4.43 -3.08 -0.65
H -5.06 -2.25 -2.87
H -5.20 -0.64 -2.22
H -6.71 -3.44 -0.36
H -6.57 -3.87 -2.09
H -8.12 -3.34 -1.44
C -6.71 0.21 3.38
C -6.65 1.69 3.03
C -5.95 1.96 1.69
C -4.57 1.49 1.73
N -3.48 1.13 1.77
H -5.71 -0.21 3.49
H -7.24 0.06 4.32
H -7.23 -0.36 2.60
H -6.13 2.23 3.83
H -7.67 2.09 2.98
H -5.95 3.03 1.47
H -6.48 1.46 0.88
C -1.85 5.34 -0.98
C -1.85 5.94 0.42
C -2.84 5.24 1.37
C -4.21 5.35 0.86
N -5.27 5.44 0.46
H -2.82 5.44 -1.46
H -1.11 5.84 -1.60
H -1.60 4.27 -0.95
H -2.10 7.00 0.36
H -0.85 5.86 0.85
H -2.80 5.68 2.36
H -2.59 4.18 1.46
C 2.76 -3.33 1.25
C 1.44 -3.21 2.01
C 0.43 -4.29 1.62
C 0.10 -4.19 0.19
N -0.16 -4.11 -0.91
H 2.60 -3.19 0.17
H 3.46 -2.56 1.58
H 3.22 -4.30 1.40
H 1.01 -2.22 1.84
H 1.65 -3.29 3.08
H -0.49 -4.18 2.20
H 0.83 -5.29 1.81
```

- Relative energy (zero: lowest compared OMol25 entry of this formula, charge and spin): 0.0 kcal per mole
- SMILES string: CC[C@H](C)OC(=O)OCCCCCCCCCCOC.CCCC#N.CCCC#N.CCCC#N
- LUMO energy: 0.025 Eh
- Orbital gap: 10.1624 eV
- HOMO energy: -9.48 eV
- Net charge: 0

Results of the Löwdin charge analysis, in e, for atoms 1 through 8:
1. C -0.081
2. C -0.198
3. C -0.382
4. C -0.016
5. O 0.058
6. C -0.645
7. O 0.174
8. O 0.075


Below is 2 unconnected molecules or ions with the total composition C28H53N4O7, with properties calculated with ωB97M-V/def2-TZVPD.

```
92
Properties=species:S:1:pos:R:3
C 1.74 -1.45 3.37
C 1.59 -0.96 2.06
C 0.30 -0.81 1.17
C 0.24 -2.29 0.48
C -0.05 -3.49 1.50
C -1.05 -4.51 0.71
C -0.29 -5.71 -0.02
C 0.11 -5.42 -1.55
O -0.43 -4.20 -2.10
C -1.50 -4.44 -3.05
N -1.05 -0.42 1.72
C -1.25 -0.19 3.20
C -0.44 1.02 3.83
C -1.85 0.50 0.79
C -2.90 -0.45 -0.02
N -4.06 -0.91 0.80
C -2.53 1.81 1.37
C -3.70 2.39 0.40
O -4.87 1.97 0.63
N -3.47 3.37 -0.67
C -4.76 4.17 -0.76
C -3.36 2.66 -2.00
C -0.84 0.94 -0.38
C 0.62 0.33 0.04
C 1.11 -0.19 -1.42
C 2.64 -0.68 -1.43
O 2.88 -1.83 -1.86
C 1.59 1.54 0.46
C 1.64 2.77 -0.57
C 3.13 3.09 -1.09
C 3.37 2.67 -2.63
O 4.58 2.59 -2.98
O 2.32 2.46 -3.55
C 2.81 2.09 -4.87
C 3.31 0.55 -4.95
H 0.93 -2.14 3.82
H 2.64 -1.26 4.05
H 2.59 -0.71 1.55
H 1.31 -2.47 0.08
H -0.44 -2.32 -0.43
H -0.62 -3.05 2.39
H 0.91 -4.01 1.84
H -1.78 -3.94 0.03
H -1.71 -4.99 1.52
H -0.99 -6.61 -0.02
H 0.66 -5.95 0.55
H -0.20 -6.29 -2.22
H 1.26 -5.32 -1.58
H -0.99 -4.55 -4.09
H -2.13 -5.35 -2.78
H -2.16 -3.49 -3.05
H -1.61 -1.29 1.60
H -2.38 -0.08 3.39
H -0.96 -1.15 3.76
H -0.12 1.82 3.09
H 0.43 0.68 4.50
H -1.16 1.56 4.56
H -3.29 0.07 -0.97
H -2.38 -1.40 -0.41
H -4.93 -0.59 0.37
H -3.94 -0.56 1.76
H -3.03 1.72 2.39
H -1.78 2.68 1.46
H -5.62 3.58 -1.22
H -4.57 5.09 -1.41
H -5.06 4.55 0.27
H -2.28 2.39 -2.23
H -4.08 1.76 -2.07
H -3.74 3.40 -2.79
H -1.23 0.61 -1.40
H -0.96 2.07 -0.42
H 0.39 -0.98 -1.86
H 1.07 0.67 -2.19
H 3.53 -0.03 -1.12
H 2.68 1.18 0.56
H 1.35 2.00 1.49
H 1.30 3.71 -0.01
H 0.94 2.67 -1.47
H 3.31 4.22 -1.04
H 3.94 2.58 -0.47
H 3.59 2.83 -5.27
H 1.92 2.16 -5.60
H 3.66 0.20 -3.91
H 2.54 -0.14 -5.41
H 4.24 0.52 -5.61
C 3.44 1.93 4.81
N 3.21 2.41 3.42
O 2.17 3.00 3.20
O 4.08 2.16 2.61
H 2.59 2.22 5.43
H 3.54 0.85 4.78
H 4.35 2.41 5.17
```

- LUMO energy: -0.091 Eh
- Orbital gap: 9.3738 eV
- HOMO energy: -11.85 eV
- Net charge: +1

Results of the Löwdin charge analysis, in e, for atoms 1 through 8:
1. C 0.015
2. C -0.074
3. C -0.250
4. C -0.114
5. C -0.152
6. C -0.185
7. C -0.153
8. C -0.208